Entry 1:
The following is a DFT calculation (ωB97M-V/def2-TZVPD) of a 6-piece molecular cluster, H12O6 overall.

The geometry in XYZ format:
```
18
Properties=species:S:1:pos:R:3:nbo_charge:R:1
O 0.064 0.317 -0.110 -0.99
H -0.030 0.853 -0.904 0.49
H 0.304 0.942 0.588 0.50
O -0.519 2.370 1.977 -0.97
H -1.190 1.783 2.337 0.47
H 0.309 2.122 2.430 0.49
O 0.009 -1.801 -2.545 -0.97
H 0.369 -1.800 -1.650 0.50
H 0.306 -2.629 -2.932 0.48
O -0.057 -2.390 0.676 -0.97
H -0.997 -2.588 0.707 0.47
H -0.013 -1.463 0.403 0.49
O -2.012 -0.054 -3.377 -0.97
H -1.325 -0.627 -2.991 0.49
H -2.067 -0.328 -4.295 0.46
O 1.932 1.935 3.217 -0.95
H 2.126 0.992 3.257 0.48
H 2.791 2.367 3.212 0.49
```

Structure (SMILES) ... O.O.O.O.O.O
Charge ... 0
HOMO ... -10.68 eV

Entry 2:
The following is a DFT calculation (ωB97M-V/def2-TZVPD) of C34H23F10N2O5S2SbSrTe as an isolated structure.

The geometry in XYZ format:
```
79
Properties=species:S:1:pos:R:3:lowdin_charge:R:1
Sr 0.041 0.143 0.072 1.19
O -3.131 0.146 1.758 -0.43
S -2.224 -1.013 1.616 0.30
O -2.680 -2.246 2.189 -0.29
O -0.880 -0.605 2.140 -0.52
O -2.069 -1.141 0.040 -0.58
C -0.597 -4.178 -1.960 -0.05
C -0.642 -3.890 -3.313 -0.07
C -0.083 -2.709 -3.774 -0.02
C 0.481 -1.833 -2.855 -0.22
N 0.502 -2.105 -1.553 0.08
C -0.005 -3.249 -1.117 -0.11
C 1.142 -0.550 -3.261 -0.21
C 1.285 -0.177 -4.594 -0.02
C 1.949 0.999 -4.897 -0.07
C 2.460 1.770 -3.867 -0.06
C 2.268 1.325 -2.568 -0.12
N 1.628 0.203 -2.272 0.08
H -1.028 -5.083 -1.556 0.10
H -1.114 -4.574 -4.008 0.10
H -0.106 -2.479 -4.830 0.09
H 0.056 -3.419 -0.047 0.12
H 0.879 -0.784 -5.389 0.09
H 2.063 1.307 -5.929 0.10
H 2.990 2.694 -4.055 0.10
H 2.644 1.891 -1.723 0.10
S 1.220 2.394 1.396 0.05
Sb -0.998 2.569 2.183 1.36
C -2.960 3.344 1.884 -0.33
C -3.157 4.224 0.826 -0.12
C -4.330 4.954 0.745 -0.08
C -5.313 4.808 1.716 -0.10
C -5.120 3.918 2.760 -0.09
C -3.942 3.184 2.847 -0.11
C -0.601 4.614 2.897 -0.34
C 0.235 5.482 2.206 -0.15
C 0.402 6.799 2.620 -0.11
C -0.252 7.266 3.751 -0.12
C -1.086 6.408 4.458 -0.10
C -1.265 5.102 4.023 -0.13
C -0.993 1.745 4.145 -0.32
C 0.059 2.134 4.966 -0.13
C 0.132 1.667 6.271 -0.09
C -0.846 0.812 6.759 -0.10
C -1.886 0.408 5.933 -0.08
C -1.958 0.865 4.625 -0.12
H -2.406 4.321 0.051 0.11
H -4.481 5.628 -0.089 0.10
H -6.232 5.378 1.649 0.09
H -5.888 3.783 3.512 0.09
H -3.816 2.480 3.658 0.09
H 0.779 5.116 1.343 0.05
H 1.055 7.460 2.061 0.09
H -0.112 8.289 4.081 0.09
H -1.598 6.756 5.348 0.09
H -1.938 4.454 4.577 0.10
H 0.830 2.792 4.582 0.09
H 0.959 1.968 6.903 0.09
H -0.788 0.446 7.777 0.09
H -2.638 -0.281 6.299 0.10
H -2.747 0.522 3.968 0.08
F -2.964 2.143 -2.269 -0.43
Te -3.030 0.752 -0.940 1.90
F -4.426 1.891 -0.384 -0.37
F -4.374 -0.456 -0.347 -0.39
F -1.396 0.242 -2.018 -0.48
F -3.704 -0.111 -2.499 -0.40
O -1.625 1.771 -0.163 -0.84
F 4.334 0.131 -0.755 0.00
C 4.118 -0.706 0.323 -0.27
C 2.878 -1.227 0.568 0.01
C 2.830 -2.038 1.670 -0.27
F 1.656 -2.667 2.009 0.02
C 3.902 -2.318 2.500 -0.17
F 3.801 -3.123 3.586 0.06
C 5.129 -1.756 2.202 -0.16
F 6.206 -2.010 2.980 0.07
C 5.246 -0.940 1.092 -0.17
F 6.459 -0.406 0.799 0.06
```

Charge ... -2
HOMO ... -2.99 eV

Entry 3:
The following is a DFT calculation (ωB97M-V/def2-TZVPD) of C3H13N3SSi as an isolated structure.

The geometry in XYZ format:
```
21
Properties=species:S:1:pos:R:3:nbo_charge:R:1
C 0.521 -2.610 -1.652 -0.61
C -0.604 -0.890 -0.057 -0.74
C 0.517 -1.201 -1.025 -0.35
N -1.796 1.547 1.661 -1.32
N 0.770 0.869 2.479 -1.36
N 0.154 2.364 -0.037 -1.34
Si -0.247 1.140 1.161 2.02
S 0.663 -0.043 -2.365 -0.04
H -0.483 -2.773 -2.150 0.20
H 1.312 -2.609 -2.374 0.21
H 0.662 -3.372 -0.945 0.21
H -0.638 -1.601 0.785 0.22
H -1.400 -0.830 -0.689 0.19
H 1.460 -1.097 -0.371 0.18
H -1.787 2.483 2.064 0.39
H -2.465 1.434 0.949 0.39
H 1.374 1.588 2.930 0.41
H 1.291 -0.072 2.649 0.42
H 1.147 2.279 -0.511 0.40
H -0.424 2.598 -0.865 0.40
H -0.027 0.796 -1.635 0.12
```

Charge ... 0
HOMO ... -8.38 eV

Entry 4:
The following is a DFT calculation (ωB97M-V/def2-TZVPD) of an isolated ion of composition C12H18N and charge +1.

The geometry in XYZ format:
```
31
Properties=species:S:1:pos:R:3:nbo_charge:R:1
C 3.471 -0.164 0.047 -0.21
C 2.690 -0.345 1.177 -0.17
C 2.938 0.069 -1.184 -0.18
C 1.301 -0.225 1.057 -0.20
C 1.566 0.189 -1.363 -0.22
C 0.759 0.208 -0.174 -0.10
C -1.546 1.503 0.163 -0.02
C -0.747 0.159 -0.280 0.21
C -0.835 2.695 0.630 -0.65
C -0.769 -2.247 -0.689 -0.62
C -2.077 -1.306 1.266 -0.59
C -1.537 -1.083 -0.161 -0.25
N -1.151 1.219 -1.273 -0.58
H 4.430 -0.566 0.439 0.25
H 3.126 -0.504 2.166 0.23
H 3.618 0.029 -2.033 0.24
H 0.742 -0.310 1.976 0.22
H 1.100 0.306 -2.305 0.21
H -2.454 1.214 0.545 0.24
H -0.818 2.683 1.703 0.25
H -1.392 3.558 0.394 0.24
H 0.156 2.743 0.225 0.23
H -0.381 -2.000 -1.707 0.21
H -1.396 -3.087 -0.697 0.23
H 0.096 -2.623 -0.230 0.24
H -1.050 -1.269 1.910 0.20
H -2.289 -2.325 1.312 0.24
H -2.801 -0.602 1.658 0.22
H -2.409 -0.924 -0.862 0.21
H -1.900 1.059 -2.014 0.45
H -0.440 1.945 -1.696 0.46
```

Structure (SMILES) ... CC(C)[C@@]1(c2ccccc2)[NH2+][C@@H]1C
Charge ... +1
HOMO ... -12.83 eV

Entry 5:
The following is a DFT calculation (ωB97M-V/def2-TZVPD) of a single C5H8N2O3S2 molecule.

The geometry in XYZ format:
```
20
Properties=species:S:1:pos:R:3:nbo_charge:R:1
C -0.510 0.108 0.332 0.05
C -1.671 0.269 0.879 0.09
C -0.927 1.919 -1.241 -0.42
C 1.342 0.810 -1.011 -0.41
C -0.291 -2.310 1.782 -0.75
N -0.028 0.865 -0.703 -0.41
N -2.716 -0.177 1.574 0.42
O -3.085 -1.343 1.227 -0.43
O -3.308 0.544 2.339 -0.36
O -0.208 3.169 1.015 -0.79
S 0.553 -1.419 0.457 0.24
S -1.248 3.341 0.006 0.94
H -0.670 2.228 -2.278 0.23
H -1.825 1.417 -1.415 0.22
H 1.665 -0.210 -1.124 0.22
H 1.535 1.326 -1.938 0.21
H 1.936 1.421 -0.360 0.21
H 0.245 -3.180 1.782 0.23
H -1.304 -2.679 1.577 0.25
H -0.464 -1.637 2.567 0.23
```

Charge ... 0
HOMO (alpha / beta) ... -8.79 / -8.97 eV

Entry 6:
The following is a DFT calculation (ωB97M-V/def2-TZVPD) of a 2-piece molecular cluster, C29H48ClIN5O5S2 overall.

The geometry in XYZ format:
```
91
Properties=species:S:1:pos:R:3:lowdin_charge:R:1
C 3.218 -1.160 2.353 -0.10
O 2.457 0.040 2.293 -0.18
C 2.097 0.533 1.037 -0.20
C 0.569 0.746 0.859 -0.33
C -0.040 0.979 2.234 -0.09
C 0.353 2.177 3.077 -0.39
C 1.277 3.260 2.579 -0.01
N -0.188 2.205 4.239 0.15
C 0.386 1.775 -0.317 -0.16
C -0.754 2.851 -0.359 -0.10
C -1.926 2.869 0.615 -0.26
C -2.931 1.737 0.418 -0.58
S -4.342 1.834 1.553 0.74
N 0.255 0.891 -1.515 0.01
C 1.500 0.506 -2.229 -0.14
C 1.514 0.823 -3.711 -0.23
C 1.414 2.325 -3.990 -0.57
Cl -0.008 2.753 -4.959 0.58
C -0.480 -0.165 -1.014 -0.32
N -1.452 -0.769 -1.644 0.01
C -1.865 -0.438 -3.020 -0.11
C -3.366 -0.138 -3.210 -0.16
C -3.632 1.147 -4.005 -0.16
C -5.115 1.467 -4.103 -0.17
O -5.547 2.256 -2.997 -0.02
C -5.943 3.527 -3.338 -0.50
C -5.683 4.531 -2.270 0.03
O -6.453 3.770 -4.418 0.10
C -2.201 -1.847 -1.014 -0.20
C -2.117 -3.241 -1.688 -0.71
C -3.286 -3.537 -2.625 -0.17
I -0.296 -3.643 -2.746 0.93
N -0.164 -0.449 0.314 -0.30
S 0.549 -1.993 0.566 0.94
H 2.570 -2.022 2.465 0.04
H 3.867 -1.271 1.485 0.10
H 3.844 -1.107 3.238 0.09
H 2.505 -0.078 0.228 0.11
H 2.553 1.518 0.936 0.12
H 0.187 0.100 2.832 0.13
H -1.114 0.999 2.163 0.09
H 1.379 3.308 1.502 0.06
H 0.936 4.217 2.962 0.09
H 2.271 3.080 2.988 0.10
H 0.081 3.034 4.764 0.06
H 1.302 2.330 -0.491 0.13
H -1.164 2.807 -1.369 0.11
H -0.271 3.824 -0.291 0.12
H -1.616 2.908 1.648 0.08
H -2.471 3.799 0.465 0.11
H -2.486 0.760 0.571 0.04
H -3.360 1.789 -0.582 0.06
H -3.674 1.458 2.649 -0.14
H 2.330 1.011 -1.738 0.13
H 1.681 -0.563 -2.094 0.12
H 2.418 0.412 -4.153 0.12
H 0.693 0.307 -4.194 0.08
H 1.344 2.894 -3.068 0.06
H 2.282 2.677 -4.535 0.07
H -1.587 -1.288 -3.634 0.07
H -1.300 0.419 -3.357 0.09
H -3.821 -0.950 -3.773 0.11
H -3.897 -0.080 -2.260 0.11
H -3.263 0.987 -5.017 0.12
H -3.083 1.981 -3.573 0.11
H -5.351 1.971 -5.033 0.12
H -5.684 0.537 -4.104 0.13
H -4.621 4.732 -2.197 0.09
H -6.233 5.431 -2.521 0.09
H -6.049 4.165 -1.316 0.09
H -1.912 -1.904 0.025 0.07
H -3.251 -1.567 -1.020 0.12
H -2.133 -3.963 -0.879 0.07
H -3.100 -3.206 -3.641 0.05
H -4.191 -3.057 -2.256 0.08
H -3.479 -4.605 -2.642 0.08
H -0.455 -2.581 1.233 -0.08
C 8.031 -4.525 5.997 -0.06
C 7.832 -5.393 4.931 -0.06
C 6.637 -5.373 4.232 0.00
C 5.662 -4.473 4.619 -0.15
C 5.835 -3.602 5.679 0.00
C 7.034 -3.634 6.371 -0.06
N 4.397 -4.438 3.874 -0.35
O 4.251 -5.220 2.963 0.08
O 3.564 -3.620 4.206 0.06
H 8.967 -4.544 6.538 0.11
H 8.608 -6.088 4.644 0.11
H 6.466 -6.043 3.404 0.12
H 5.050 -2.917 5.960 0.12
H 7.189 -2.963 7.204 0.11
```

Charge ... +1
HOMO ... -11.45 eV